No. 1
Here is C10H16CuN5S2 as an isolated structure at a distorted geometry from the OMol25 dataset. Energies are from ωB97M-V/def2-TZVPD.

Geometry as XYZ:
```
34
Properties=species:S:1:pos:R:3
Cu 0.69 0.69 -1.12
S 2.78 0.39 0.06
C 3.12 2.12 -0.12
C 4.48 2.43 -0.44
N 5.57 2.59 -0.77
C 2.18 3.09 -0.12
S 0.41 2.79 0.05
C 2.47 4.45 -0.44
N 2.63 5.55 -0.72
N 0.12 0.14 1.78
C -0.91 -0.90 1.60
C -2.20 -0.37 0.97
C -2.31 -0.46 -0.56
N -1.59 0.61 -1.24
C -1.85 -1.84 -1.03
C -0.47 -2.30 -0.57
N 0.61 -1.59 -1.24
C -0.39 -2.19 0.95
H -0.23 0.96 2.26
H 0.59 0.63 0.89
H 0.96 -0.21 2.24
H -1.14 -1.17 2.65
H -2.38 0.66 1.30
H -3.01 -0.96 1.39
H -3.39 -0.39 -0.79
H -1.76 1.53 -0.85
H -1.86 0.66 -2.20
H -1.92 -1.90 -2.11
H -2.58 -2.59 -0.68
H -0.42 -3.39 -0.79
H 0.68 -1.87 -2.20
H 1.52 -1.77 -0.83
H 0.61 -2.38 1.31
H -1.01 -3.00 1.36
```

E_HOMO: -7.1 eV
Strongest force on any atom: 1.793 eV/A
DFT total energy: -84389.717 eV
Energy relative to the best compared isomer or geometry (same formula, charge and spin): 0.0 kJ/mol
Charge: 0
2S+1: 1
LUMO: -0.384 eV


No. 2
Here is C22H28AsBr4MgNO6 as an isolated structure at a distorted geometry from the OMol25 dataset. Energies are from ωB97M-V/def2-TZVPD.

Geometry as XYZ:
```
63
Properties=species:S:1:pos:R:3
Mg 0.14 0.13 0.03
Br -2.11 -1.63 1.61
C -1.98 -0.91 3.40
Br -2.34 0.98 3.48
H -0.98 -1.10 3.75
H -2.73 -1.40 3.99
Br 3.10 0.68 -0.47
C 3.70 0.36 -2.28
Br 2.48 -0.65 -3.38
H 4.62 -0.20 -2.22
H 3.85 1.32 -2.75
O -1.23 -0.28 -1.43
C -0.61 -1.38 -1.53
O 0.43 -1.61 -0.85
C -1.12 -2.44 -2.46
C -2.03 -2.11 -3.46
C -2.50 -3.08 -4.33
C -2.08 -4.40 -4.18
C -1.19 -4.71 -3.17
C -0.70 -3.75 -2.30
N -0.76 -6.11 -3.00
O -1.11 -6.91 -3.84
O -0.08 -6.38 -2.03
H -2.36 -1.08 -3.55
H -3.19 -2.83 -5.12
H -2.43 -5.18 -4.84
H 0.00 -4.01 -1.52
C -2.89 3.28 0.28
C -1.99 3.37 -0.96
As -0.22 2.59 -0.68
C 0.76 4.11 0.07
C 0.82 4.04 1.60
C 0.37 2.61 -2.55
C 0.53 3.99 -3.18
H -3.88 3.67 0.06
H -2.48 3.86 1.11
H -3.00 2.25 0.61
H -1.85 4.40 -1.26
H -2.43 2.82 -1.79
H 0.29 5.03 -0.28
H 1.77 4.07 -0.35
H -0.18 3.95 2.03
H 1.28 4.94 2.01
H 1.40 3.18 1.92
H -0.38 2.02 -3.09
H 1.30 2.05 -2.61
H -0.40 4.57 -3.14
H 0.82 3.90 -4.23
H 1.30 4.57 -2.67
O 2.52 0.97 2.41
C 1.59 0.18 2.56
O 0.51 0.13 1.83
C 1.65 -0.88 3.63
C 1.29 -2.19 3.33
C 1.25 -3.14 4.33
C 1.56 -2.79 5.64
C 1.94 -1.49 5.94
C 1.99 -0.53 4.93
H 1.05 -2.45 2.31
H 0.96 -4.16 4.10
H 1.50 -3.53 6.43
H 2.21 -1.22 6.95
H 2.28 0.49 5.15
```

E_HOMO: -9.0 eV
Strongest force on any atom: 1.220 eV/A
DFT total energy: -383498.702 eV
Energy relative to the best compared isomer or geometry (same formula, charge and spin): 61.9 kJ/mol
Charge: 0
2S+1: 1
LUMO: -0.499 eV


No. 3
Here is C9H14BrN2O8PReSe4Te as an isolated structure at a distorted geometry from the OMol25 dataset. Energies are from ωB97M-V/def2-TZVPD.

Geometry as XYZ:
```
41
Properties=species:S:1:pos:R:3
Re 1.22 1.23 -0.55
Se 3.69 0.93 0.01
Se 4.05 0.99 2.25
Te 0.02 4.69 1.04
Se 1.56 3.65 -0.55
N 1.57 -0.77 3.44
C 0.42 0.11 3.75
P -0.37 0.39 2.12
O -0.82 -0.91 1.58
O 0.71 1.24 1.44
C -1.82 1.45 2.48
N -2.41 2.02 1.24
H 1.35 -1.54 2.78
H 2.01 -1.15 4.28
H 2.34 -0.23 2.93
H 0.81 1.03 4.19
H -0.26 -0.38 4.44
H -1.53 2.29 3.13
H -2.57 0.84 2.98
H -1.74 2.72 0.86
H -2.60 1.32 0.48
H -3.28 2.51 1.45
Br 1.27 1.04 -3.10
C -0.08 -0.31 -3.32
C 0.20 -1.21 -4.34
C -0.68 -2.24 -4.60
C -1.84 -2.36 -3.86
C -2.11 -1.45 -2.85
C -1.24 -0.41 -2.55
C -1.66 0.48 -1.42
O -2.83 0.46 -1.02
O -0.81 1.26 -0.85
H 1.12 -1.12 -4.90
H -0.45 -2.96 -5.38
H -2.54 -3.17 -4.06
H -3.01 -1.53 -2.26
O 2.35 -2.23 1.35
Se 2.41 -1.88 -0.22
O 2.51 -3.10 -1.23
O 1.19 -0.84 -0.66
O 3.81 -0.87 -0.49
```

E_HOMO (spin up / spin down): -7.5 / -7.3 eV
Strongest force on any atom: 1.581 eV/A
DFT total energy: -379060.179 eV
Energy relative to the best compared isomer or geometry (same formula, charge and spin): 173.9 kJ/mol
Charge: 0
2S+1: 2
LUMO (spin up / spin down): -1.890 / -1.879 eV


No. 4
Here is a 3-piece molecular cluster, C6H10O overall from the OMol25 dataset. Energies are from ωB97M-V/def2-TZVPD.

Geometry as XYZ:
```
17
Properties=species:S:1:pos:R:3
C 0.88 -1.71 -0.75
C 1.54 -1.06 0.19
O 1.60 -1.38 1.51
H 0.30 -2.61 -0.54
H 0.89 -1.35 -1.77
H 2.10 -0.15 -0.01
H 1.11 -2.20 1.65
C 0.57 2.23 -0.76
C 1.74 2.37 -1.01
H -0.46 2.08 -0.53
H 2.78 2.48 -1.23
C -1.90 -0.39 0.57
C -2.46 0.82 0.52
H -1.23 -0.67 1.38
H -2.07 -1.13 -0.21
H -3.11 1.11 -0.30
H -2.28 1.56 1.29
```

E_HOMO: -9.0 eV
Strongest force on any atom: 0.568 eV/A
DFT total energy: -8427.527 eV
Energy relative to the best compared isomer or geometry (same formula, charge and spin): 358.3 kJ/mol
SMILES: C=CO.C#C.C=C
Charge: 0
2S+1: 1
LUMO: 0.976 eV


No. 5
Here is C15H22N3O5STc as an isolated structure at a distorted geometry from the OMol25 dataset. Energies are from ωB97M-V/def2-TZVPD.

Geometry as XYZ:
```
47
Properties=species:S:1:pos:R:3
Tc 0.36 -0.67 0.84
O -0.42 -2.30 -0.16
C 0.13 -3.15 -0.89
C 1.48 -3.09 -1.35
C 2.06 -4.14 -2.07
C 3.37 -4.02 -2.48
C 4.14 -2.88 -2.22
C 3.59 -1.84 -1.52
C 2.26 -1.91 -1.06
O 1.73 -0.94 -0.40
N 4.00 -5.17 -3.20
O 3.26 -6.06 -3.48
O 5.17 -5.05 -3.40
H -0.48 -4.01 -1.20
H 1.51 -5.05 -2.25
H 5.17 -2.84 -2.57
H 4.16 -0.95 -1.29
C 0.92 0.37 4.68
C -0.06 -0.33 3.81
C -1.05 -1.24 4.40
O -0.02 -0.18 2.56
H 0.87 0.01 5.71
H 0.73 1.45 4.70
H 1.94 0.26 4.30
H -1.66 -0.74 5.15
H -0.53 -2.03 4.96
H -1.69 -1.69 3.64
C -3.78 1.36 0.37
N -2.92 2.43 -0.08
C -3.49 3.74 0.10
C -1.72 2.21 -0.60
S -1.11 0.53 -0.68
N -1.00 3.11 -1.28
C 0.44 3.02 -1.38
C -1.58 4.11 -2.15
H -4.75 1.44 -0.12
H -3.95 1.45 1.45
H -3.37 0.38 0.15
H -4.14 3.73 0.98
H -4.13 4.01 -0.74
H -2.73 4.50 0.23
H 0.86 2.35 -0.64
H 0.86 4.02 -1.23
H 0.74 2.69 -2.38
H -2.60 3.86 -2.41
H -0.99 4.14 -3.07
H -1.54 5.11 -1.71
```

E_HOMO (spin up / spin down): -18.0 / -18.3 eV
Strongest force on any atom: 5.764 eV/A
DFT total energy: -43619.762 eV
Charge: +3
2S+1: 2
LUMO (spin up / spin down): -13.323 / -12.406 eV


No. 6
Here is one molecule with the formula C3H8N2O at a distorted geometry from the OMol25 dataset. Energies are from ωB97M-V/def2-TZVPD.

Geometry as XYZ:
```
14
Properties=species:S:1:pos:R:3
C 0.72 1.63 0.03
C -0.13 0.39 -0.19
C 0.58 -0.95 -0.01
O 1.98 -0.64 0.00
N -1.36 0.52 -0.03
N -2.24 -0.52 0.11
H 0.94 1.80 1.23
H -0.08 2.36 -0.29
H 1.73 1.62 -0.68
H 0.21 -1.51 -0.84
H 0.24 -1.43 1.00
H 2.45 -1.52 0.09
H -3.15 -0.24 -0.16
H -1.89 -1.50 -0.27
```

E_HOMO: -8.8 eV
Strongest force on any atom: 4.168 eV/A
DFT total energy: -8265.672 eV
Energy relative to the best compared isomer or geometry (same formula, charge and spin): 352.6 kJ/mol
SMILES: C/C(CO)=N/N
Charge: 0
2S+1: 1
LUMO: 0.705 eV


No. 7
Here is one molecule with the formula C5H9N2P at a distorted geometry from the OMol25 dataset. Energies are from ωB97M-V/def2-TZVPD.

Geometry as XYZ:
```
17
Properties=species:S:1:pos:R:3
C 3.33 -0.12 -0.42
C -0.06 -0.50 0.47
C -1.65 1.31 0.01
C -2.28 -1.11 -0.36
C -1.46 -0.14 0.49
N 2.32 -0.11 0.48
N 1.09 -0.24 0.29
P 5.03 0.16 -0.19
H 3.06 -0.32 -1.46
H -2.69 1.59 0.09
H -1.34 1.40 -1.03
H -1.05 1.99 0.61
H -2.16 -2.13 0.00
H -1.97 -1.07 -1.40
H -3.34 -0.85 -0.31
H -1.80 -0.22 1.53
H 4.96 0.36 1.19
```

E_HOMO (spin up / spin down): -7.3 / -7.3 eV
Strongest force on any atom: 3.137 eV/A
DFT total energy: -17595.866 eV
Energy relative to the best compared isomer or geometry (same formula, charge and spin): 310.2 kJ/mol
Charge: 0
2S+1: 1
LUMO (spin up / spin down): 0.037 / 0.037 eV


No. 8
Here is C24H28NNiO3PS as an isolated structure from the OMol25 dataset. Energies are from ωB97M-V/def2-TZVPD.

Geometry as XYZ:
```
59
Properties=species:S:1:pos:R:3
Ni -0.54 -0.38 0.59
C -0.59 3.22 -4.44
C -1.68 2.38 -4.64
C -2.04 1.46 -3.67
C -1.31 1.37 -2.49
C -0.22 2.21 -2.29
C 0.14 3.14 -3.26
P -1.75 0.25 -1.13
C -2.78 -1.04 -1.87
C -4.04 -1.33 -1.35
C -4.79 -2.37 -1.88
C -4.29 -3.13 -2.92
C -3.03 -2.85 -3.44
C -2.28 -1.81 -2.91
C -2.66 1.10 0.15
C -3.76 1.94 0.26
C -4.11 2.38 1.53
C -3.38 1.97 2.64
C -2.28 1.13 2.53
C -1.91 0.67 1.27
H -0.31 3.93 -5.20
H -2.25 2.44 -5.56
H -2.89 0.80 -3.83
H 0.35 2.14 -1.37
H 0.99 3.79 -3.10
H -4.42 -0.75 -0.52
H -5.77 -2.59 -1.46
H -4.87 -3.94 -3.33
H -2.63 -3.45 -4.25
H -1.29 -1.61 -3.31
H -4.31 2.27 -0.61
H -4.96 3.04 1.65
H -3.67 2.34 3.62
H -1.73 0.82 3.41
C 3.58 2.13 -1.44
C 4.34 0.86 -1.05
C 3.46 -0.38 -1.09
S 2.23 -0.39 0.24
O 1.08 -1.21 -0.33
C 3.04 -1.48 1.44
C 3.94 -0.73 2.43
C 3.19 0.31 3.25
H 4.22 3.01 -1.36
H 2.72 2.29 -0.78
H 3.21 2.06 -2.46
H 4.78 0.98 -0.05
H 5.18 0.70 -1.73
H 4.04 -1.31 -1.04
H 2.84 -0.40 -1.99
H 3.58 -2.25 0.89
H 2.19 -1.92 1.95
H 4.79 -0.28 1.91
H 4.36 -1.49 3.09
H 2.90 1.18 2.65
H 3.82 0.68 4.07
H 2.28 -0.11 3.67
O -1.83 -1.96 2.73
N -0.70 -1.76 3.06
O 0.07 -1.17 2.18
```

E_HOMO: -8.0 eV
Strongest force on any atom: 0.669 eV/A
DFT total energy: -94139.005 eV
Energy relative to the best compared isomer or geometry (same formula, charge and spin): 0.0 kJ/mol
Charge: 0
2S+1: 1
LUMO: 0.475 eV


No. 9
Here is an isolated ion of composition S2 and charge -1 at a distorted geometry from the OMol25 dataset. Energies are from ωB97M-V/def2-TZVPD.

Geometry as XYZ:
```
2
Properties=species:S:1:pos:R:3
S 0.00 0.00 1.17
S 0.00 0.00 -1.17
```

E_HOMO (spin up / spin down): -2.9 / -2.6 eV
Strongest force on any atom: 3.704 eV/A
DFT total energy: -21670.659 eV
Energy relative to the best compared isomer or geometry (same formula, charge and spin): 77.8 kJ/mol
Charge: -1
2S+1: 2
LUMO (spin up / spin down): 3.811 / 3.242 eV